P | This record from OMol25 describes a 2-piece molecular cluster, C3H10O2 overall. The level of theory is the ωB97M-V functional and the def2-TZVPD basis.

Geometry as ORCA input:
```
! wB97M-V def2-TZVPD RIJCOSX def2/J DEFGRID3
* xyz 0 1
O -3.34244 -1.62317 2.13996
O -0.04437 0.77354 1.32702
C 1.05765 0.77481 -0.90686
C 0.76685 -0.35760 -1.88548
C 1.07992 0.32716 0.55469
H 1.38581 -1.23892 -1.69920
H -2.83259 -0.87416 1.80557
H 0.26856 1.52965 -1.03026
H 1.01080 -0.02361 -2.90297
H 2.02150 1.21748 -1.13521
H 1.97206 0.62281 1.09923
H -3.68081 -1.26811 2.97104
H 1.05614 -0.75725 0.61395
H -0.44244 1.54260 0.89341
H -0.27666 -0.64524 -1.84490
*
```

Computed properties:
HOMO energy = -10.3 eV
SMILES = CCCO.O

Löwdin population analysis, charges in e, atoms 1 to 8:
1 O -0.0645
2 O -0.0915
3 C -0.2383
4 C -0.1146
5 C -0.2608
6 H 0.0733
7 H 0.0245
8 H 0.1062

Q | This record from OMol25 describes a 2-piece molecular cluster, C3H10O2 overall. The level of theory is the ωB97M-V functional and the def2-TZVPD basis.

Geometry as ORCA input:
```
! wB97M-V def2-TZVPD RIJCOSX def2/J DEFGRID3
* xyz 0 1
O -1.19438 1.52913 0.54184
O -2.37745 -2.01844 -0.10289
C -0.12744 0.55941 0.68148
C 1.98000 -0.23822 -0.48701
C 0.92408 0.86945 -0.38905
H 1.43909 1.77665 -0.07694
H 0.26003 0.76604 1.68266
H 1.85560 -0.97331 0.31009
H 0.39505 1.10117 -1.30699
H -2.87188 -2.00545 0.75385
H -1.96766 1.12283 0.11418
H 1.95585 -0.77004 -1.43992
H -0.50852 -0.45849 0.70478
H -2.79530 -1.30040 -0.60539
H 3.03292 0.03967 -0.38071
*
```

Computed properties:
HOMO energy = -10.2 eV
SMILES = CCCO.O

Löwdin population analysis, charges in e, atoms 1 to 8:
1 O -0.0975
2 O -0.0750
3 C -0.2662
4 C -0.1105
5 C -0.2301
6 H 0.1034
7 H 0.1155
8 H 0.0656

R | This record from OMol25 describes a 2-piece molecular cluster, C3H10O2 overall. The level of theory is the ωB97M-V functional and the def2-TZVPD basis.

Geometry as ORCA input:
```
! wB97M-V def2-TZVPD RIJCOSX def2/J DEFGRID3
* xyz 0 1
O -1.03570 -1.76978 -0.11404
O 0.83952 0.30399 -0.19013
C 2.05515 0.01473 0.45772
C -1.97424 -1.06642 -0.87860
C 0.10035 1.41776 0.42332
H 2.73595 0.87302 0.42735
H -0.71345 1.74237 -0.22098
H -2.59054 -1.78868 -1.41736
H 2.50742 -0.81754 -0.08140
H -1.47050 -0.38842 -1.58749
H 1.89402 -0.25325 1.51314
H 0.78938 2.25392 0.53681
H -0.25188 1.10574 1.41048
H -0.25929 -1.18622 -0.02164
H -2.62619 -0.44121 -0.25718
*
```

Computed properties:
HOMO energy = -9.7 eV
SMILES = COC.CO

Löwdin population analysis, charges in e, atoms 1 to 8:
1 O -0.1313
2 O -0.2897
3 C -0.1217
4 C -0.1914
5 C -0.0618
6 H 0.0864
7 H 0.0843
8 H 0.0764

Name the least stable of them. R.

P | This record from OMol25 describes one molecule with the formula H5N3S. The level of theory is the ωB97M-V functional and the def2-TZVPD basis.

Geometry as ORCA input:
```
! wB97M-V def2-TZVPD RIJCOSX def2/J DEFGRID3
* xyz 0 1
S 1.85562 -0.57662 0.12576
N 0.00730 1.25020 0.09257
N -0.91903 -1.10599 0.32614
N 0.20536 0.04224 -0.39736
H -0.68114 1.93199 -0.28496
H -1.85024 -0.76593 0.11666
H -0.72226 -1.95915 -0.15222
H -0.12585 1.07565 1.15270
H 2.23025 0.10762 -0.97929
*
```

Computed properties:
HOMO energy = -8.7 eV
SMILES = NN(N)S

Löwdin population analysis, charges in e, atoms 1 to 8:
1 S 0.6472
2 N -0.1438
3 N -0.0024
4 N -0.5751
5 H 0.1011
6 H 0.0188
7 H -0.0035
8 H 0.1040

Q | This record from OMol25 describes a 2-piece molecular cluster, H5N3S overall. The level of theory is the ωB97M-V functional and the def2-TZVPD basis.

Geometry as ORCA input:
```
! wB97M-V def2-TZVPD RIJCOSX def2/J DEFGRID3
* xyz 0 1
S -1.11493 1.27268 -0.37567
N 1.23523 0.32586 -0.99321
N -1.79547 -0.14772 0.34456
N 1.58203 -0.62069 -0.11257
H 1.03335 -1.49658 -0.18206
H -1.71888 -0.13965 1.36154
H -2.66559 -0.29822 -0.04340
H 1.59034 1.31075 -0.80919
H 1.85394 -0.20644 0.80999
*
```

Computed properties:
HOMO energy (alpha / beta) = -8.0 / -7.7 eV

Löwdin population analysis, charges in e, atoms 1 to 8:
1 S 0.4902
2 N -0.1696
3 N -0.4344
4 N -0.0923
5 H 0.0990
6 H 0.0087
7 H -0.0471
8 H 0.0403

Name the least stable of them. P.

P | This record from OMol25 describes C47H52N7O2Sn as an isolated structure. The level of theory is the ωB97M-V functional and the def2-TZVPD basis.

Geometry as ORCA input:
```
! wB97M-V def2-TZVPD RIJCOSX def2/J DEFGRID3
* xyz 1 1
Sn -1.53786 -0.24182 0.85806
O -0.42547 0.82212 2.32263
O -1.94465 2.13804 1.44507
N 0.51674 -1.61980 1.11739
N 0.12037 1.20588 -1.24546
N -1.47039 -1.81238 2.74009
N -3.42676 -0.05362 2.39073
N -0.36484 -2.56972 3.07596
N -0.04543 -1.35000 -2.47015
N 2.68521 -2.17293 0.46980
C 0.15354 1.04598 -2.50002
C 3.36844 1.59522 -0.67708
C 2.31071 1.71688 0.42463
C 0.59822 5.11126 0.17310
C 2.53703 -2.23234 -3.40141
C 1.26071 -3.01930 -3.64640
C 0.01690 -2.58576 -3.17865
C 2.95901 1.87150 1.79507
C -1.02268 -4.56987 -4.00543
C -2.47615 -3.04543 -2.67365
C -0.70651 3.51577 -1.09791
C -5.74099 -0.13809 3.90064
C 1.52248 -1.54365 0.30097
C -1.83574 3.87488 -3.32149
C 0.18880 -4.99699 -4.52581
C 0.45130 2.83383 4.07833
C -0.50160 3.08023 3.09515
C 3.29086 -4.54140 3.82961
C -3.22032 3.68612 -1.23718
C 1.49277 4.11503 0.53264
C 4.13690 -3.61866 1.76907
C 0.43985 5.16608 4.64724
C 0.07821 -0.28832 -3.14321
C -3.57333 -0.96245 3.36183
C -0.49228 4.80683 -0.61952
C -2.41515 -3.34866 -1.17356
C -4.40809 0.80809 2.16288
C -5.58799 0.80149 2.89620
C -0.51308 5.41009 3.66647
C 2.91469 -2.97919 1.58629
C 1.87808 -3.11536 2.50593
C -1.13685 -3.37129 -3.31181
C 1.32019 2.81228 0.08775
C 0.91940 3.87967 4.85710
C 4.31636 -4.39787 2.89236
C -3.03962 -1.64658 -2.93677
C -2.42530 -1.84872 3.57699
C 3.64916 -3.11563 -2.82505
C -4.71324 -1.03805 4.14518
C -0.99838 1.98175 2.23814
C 3.03050 -1.53459 -4.67065
C 1.32074 -4.23035 -4.33099
C 2.08327 -3.90681 3.63909
C -1.93873 3.22727 -1.93860
C -0.98960 4.36657 2.89141
C 0.61688 -2.42121 2.24511
C 0.23332 2.54012 -0.75423
H -2.93892 -1.36374 -3.98650
H -2.02016 2.14458 -2.07389
H 3.44672 -5.15317 4.70648
H 3.40062 -2.07376 -0.23580
H 3.92257 -0.94083 -4.46654
H -2.16988 -4.39589 -0.99262
H 0.74756 6.12450 0.52305
H 2.27075 -4.57543 -4.71795
H 0.26402 1.89541 -3.18114
H -2.55521 -0.88612 -2.32629
H -6.35980 1.52615 2.68134
H 2.91058 1.44555 -1.65730
H 4.92760 -3.50085 1.03912
H -4.09269 3.39317 -1.82427
H 0.15248 -0.29477 -4.23538
H 0.25001 -5.93164 -5.06638
H -1.81553 4.96261 -3.23427
H 0.81657 1.82586 4.22197
H -3.18363 -3.74801 -3.12322
H -3.29567 3.25426 -0.24103
H 1.65596 3.69508 5.62742
H -4.10320 -1.63857 -2.69227
H -4.78875 -1.78212 4.92621
H -6.64529 -0.16853 4.49284
H 3.28549 -3.73734 -2.00362
H 4.05330 -3.79507 -3.57553
H 4.04448 0.75959 -0.47928
H -1.19710 5.58722 -0.87674
H -3.37123 -3.13103 -0.69253
H 2.32398 -1.45637 -2.65823
H 2.21017 1.89391 2.58799
H 3.63172 1.03163 1.98139
H 2.27051 -0.87888 -5.09557
H 1.27781 -4.00704 4.35173
H 1.40893 -0.94703 -0.59465
H -1.90794 -5.18118 -4.13146
H -1.64200 -2.74172 -0.69636
H 3.56015 2.77857 1.86441
H -4.23269 1.53549 1.37931
H 2.32995 4.35634 1.17310
H -1.72577 4.53312 2.11704
H -2.37044 -2.47757 4.46195
H 4.48081 -2.50014 -2.47420
H 5.26148 -4.89951 3.04787
H 0.80840 5.98258 5.25409
H -2.69566 3.60772 -3.93696
H 1.74088 0.78432 0.43822
H 3.97163 2.50372 -0.73194
H -0.88120 6.41497 3.50767
H 3.28560 -2.27332 -5.43213
H -0.92884 3.57511 -3.84833
H -3.24871 4.77198 -1.13464
*
```

Computed properties:
HOMO energy = -10.5 eV

Löwdin population analysis, charges in e, atoms 1 to 8:
1 Sn 1.3451
2 O -0.1698
3 O -0.1030
4 N 0.0392
5 N 0.0863
6 N -0.0667
7 N -0.0071
8 N 0.0971

Q | This record from OMol25 describes C47H52N7O2Sn as an isolated structure. The level of theory is the ωB97M-V functional and the def2-TZVPD basis.

Geometry as ORCA input:
```
! wB97M-V def2-TZVPD RIJCOSX def2/J DEFGRID3
* xyz 1 1
Sn 0.57893 -0.12286 0.91460
O 0.93889 -1.89180 -0.62849
O -1.00905 -1.66123 0.35253
N 0.85577 -0.35664 -2.12493
N -0.25119 1.97852 2.02286
N 0.46025 -0.10419 3.49689
N -2.00408 4.27720 0.77965
N -0.63978 0.87368 -0.02941
N 1.72239 -2.12347 2.26090
N -0.03518 0.97414 4.19052
C -3.96705 -0.74324 1.62633
C 1.63212 5.11544 0.79969
C -0.32887 1.95693 3.43535
C -0.24944 -5.43231 -2.46000
C 2.36816 3.40322 2.50307
C -0.95353 0.97279 -1.25387
C -0.24172 0.23161 -2.33399
C -1.99456 -5.59930 -0.80774
C 1.06253 -0.96094 4.21110
C 4.06759 1.57823 -3.54757
C -2.09006 4.22618 2.21688
C 3.51960 0.48225 -2.62879
C 1.51763 -0.99231 -3.22993
C -1.28515 1.78436 0.92795
C -0.64978 -3.98348 -3.79539
C -3.36426 0.16322 0.54501
C -1.67827 -4.33098 -0.34761
C -0.63796 -3.62044 -0.93728
C 1.47254 3.68017 1.29806
C -3.59593 2.21851 1.87923
C -1.41700 -1.94873 -5.04032
C -0.63645 3.31395 3.93003
C -0.54863 -2.44929 -3.88062
C -2.93436 5.31461 4.32753
C 3.15577 -4.00107 3.71504
C -1.01027 3.29857 0.47403
C -1.21368 3.64694 5.08642
C 3.58429 -1.27520 -4.42660
C -4.40888 0.48900 -0.52547
C -1.28026 -6.15011 -1.86388
C 0.01530 3.38834 1.61531
C 1.76364 -2.07062 3.58919
C 2.35502 -3.12009 1.64417
C -0.66422 4.21327 2.73180
C 3.08895 -4.07973 2.33516
C 0.07386 -4.16420 -1.99128
C 2.86757 -0.63478 -3.42982
C 0.89081 -1.97421 -4.04117
C 2.47192 -2.97648 4.35468
C -2.76914 1.43044 1.17500
C -0.21851 -2.32075 -0.39042
C 1.67555 -2.59847 -5.01029
C 4.63484 -0.04970 -1.72101
C -3.25917 4.76796 2.97089
C -3.07862 3.26105 2.80161
C -2.05747 4.84246 5.23293
C 2.99905 -2.26057 -5.20416
H -2.04858 5.32423 6.20476
H 4.41491 2.42676 -2.95470
H 3.60845 -4.85497 1.78857
H 1.50824 5.82771 1.61815
H 4.62018 -1.00690 -4.59866
H 5.46411 -0.43762 -2.31877
H 3.57955 -2.76951 -5.96358
H -1.65531 -4.26999 -3.47989
H -4.83429 -0.27883 2.09887
H 2.48117 -2.88236 5.43257
H 5.01839 0.75097 -1.08272
H 4.27474 -0.85604 -1.09043
H 0.89021 5.35521 0.03394
H 3.41689 3.54414 2.23843
H -2.57448 -0.41992 0.07662
H 0.87870 -3.59119 -2.43557
H -3.23061 -0.96154 2.40198
H -1.74216 1.65253 -1.58656
H -0.25822 5.20674 2.91368
H -3.50173 6.19524 4.60584
H 0.30985 -5.86346 -3.28040
H 1.75836 2.98895 0.49449
H 3.30140 1.93507 -4.23874
H 0.06641 -4.39947 -3.07308
H -4.00075 1.13188 -1.30943
H -2.44682 -2.29014 -4.91318
H -0.95732 -2.05005 -2.95272
H -2.21755 -3.88673 0.47928
H 2.13344 4.07921 3.32974
H -0.63859 3.37396 -0.54681
H -2.87642 2.79691 3.75474
H -2.88858 4.16291 0.30000
H 1.23575 -3.37731 -5.62203
H -1.12436 2.98581 5.94440
H -4.76493 -0.43003 -0.99525
H -0.65562 0.32657 -3.33962
H 2.75487 0.93671 -1.99790
H -2.79873 -6.15686 -0.34578
H -4.28834 -1.68826 1.18429
H -5.27094 0.99638 -0.08851
H 3.72768 -4.72149 4.28463
H -1.42452 -0.85853 -5.10748
H -0.46313 -4.44584 -4.76666
H -1.04782 -2.33917 -5.99053
H -1.51915 -7.14500 -2.21789
H 2.62540 5.26519 0.37563
H 4.91302 1.21315 -4.13349
H 2.28520 -3.13902 0.56569
H 1.08815 -0.85348 5.29388
H 2.24846 2.37671 2.85935
H -4.02961 5.29158 2.41745
H -4.64542 1.94334 1.93901
*
```

Computed properties:
HOMO energy = -8.8 eV

Löwdin population analysis, charges in e, atoms 1 to 8:
1 Sn 1.3828
2 O -0.1597
3 O -0.0876
4 N 0.0905
5 N 0.0264
6 N -0.0484
7 N 0.1267
8 N -0.1717

Name the least stable of them. Q.